DFT (wB97M-V/def2-TZVPD) results for 2 unconnected molecules or ions with the total composition C14H31F3N5 in a non-equilibrium geometry.

Calculated values
Charge: +1
HOMO (hartree): -0.3522
Frontier orbital gap (eV): 5.2
Molecular weight (Da): 326.4
LUMO energy (eV): -4.359

Last column: natural (NBO) charge in e.
Element x y z (Å)
N1 -0.312 -1.876 1.138  -0.818
C1 -0.431 -2.540 -0.207  -0.226
C2 -0.398 -1.419 -1.352  -0.435
C3 -0.766 -2.067 -2.777  -0.080
C4 -0.985 -0.770 -3.733  -0.247
N2 -0.303 -1.007 -5.075  -0.441
C5 0.465 0.276 -5.212  -0.230
C6 0.973 0.573 -6.709  -0.495
C7 2.021 1.783 -6.589  0.991
F1 3.257 1.186 -6.225  -0.343
F2 1.670 2.643 -5.525  -0.333
F3 2.154 2.507 -7.766  -0.301
C8 0.449 -2.216 -4.792  0.736
N3 1.074 -3.063 -5.585  -0.674
N4 0.487 -2.621 -3.366  -0.635
H1 -1.067 -1.182 1.210  0.354
H2 0.586 -1.379 1.204  0.355
H3 -1.420 -3.091 -0.214  0.205
H4 0.438 -3.270 -0.325  0.204
H5 0.650 -0.964 -1.329  0.208
H6 -1.121 -0.580 -1.057  0.230
H7 -1.727 -2.662 -2.845  0.247
H8 -2.043 -0.394 -3.881  0.248
H9 -0.497 0.045 -3.088  0.213
H10 -0.275 1.114 -4.970  0.251
H11 1.324 0.401 -4.480  0.219
H12 0.072 0.932 -7.316  0.255
H13 1.431 -0.340 -7.202  0.232
H14 1.103 -3.034 -6.608  0.448
H15 1.561 -3.848 -5.124  0.457
H16 1.329 -2.097 -3.058  0.404
C9 -1.442 3.075 6.606  -0.616
C10 -0.457 1.938 6.366  -0.215
N5 -0.985 0.867 5.529  -0.450
C11 -0.148 -0.330 5.528  -0.209
C12 1.256 -0.214 4.934  -0.632
C13 -1.502 1.264 4.226  -0.216
C14 -0.546 1.982 3.272  -0.638
H17 -2.376 2.704 7.035  0.214
H18 -1.013 3.793 7.309  0.217
H19 -1.672 3.620 5.687  0.198
H20 -0.203 1.523 7.347  0.201
H21 0.471 2.357 5.954  0.157
H22 -0.679 -1.142 5.019  0.193
H23 -0.047 -0.671 6.564  0.195
H24 1.232 -0.181 3.844  0.187
H25 1.842 -1.096 5.208  0.214
H26 1.795 0.662 5.300  0.208
H27 -2.370 1.912 4.385  0.197
H28 -1.915 0.386 3.718  0.189
H29 0.051 2.748 3.768  0.213
H30 -1.121 2.479 2.484  0.205
H31 0.128 1.282 2.774  0.190